Computed, not measured: a molecular structure, C12H10N5O2PdS2, with the ωB97M-V functional and the def2-TZVPD basis.

Last column: Löwdin charge in e.
Geometry (Å):
Pd (0.692, 0.213, -0.678)  1.034
O (1.889, -3.645, -0.980)  0.127
C (1.298, -2.597, -0.968)  -0.579
O (1.863, -1.409, -0.838)  -0.139
C (-0.198, -2.570, -1.046)  -0.201
C (-0.957, -3.721, -1.053)  0.030
C (-2.337, -3.601, -1.086)  -0.018
C (-2.909, -2.336, -1.118)  -0.032
C (-2.082, -1.231, -1.114)  -0.102
N (-0.750, -1.357, -1.079)  -0.004
H (-0.446, -4.674, -1.033)  0.134
H (-2.965, -4.483, -1.082)  0.122
H (-3.982, -2.203, -1.148)  0.117
H (-2.479, -0.227, -1.151)  0.115
N (1.107, -1.562, 2.353)  0.141
C (0.918, -0.231, 2.464)  -0.663
N (0.788, 0.572, 1.436)  -0.022
C (0.641, 1.900, 1.818)  -0.326
C (0.617, 2.098, 3.144)  -0.319
S (0.820, 0.595, 3.972)  1.116
C (0.557, 2.872, 0.724)  -0.324
C (0.474, 4.206, 0.778)  -0.317
S (0.477, 4.869, -0.816)  1.116
C (0.575, 3.287, -1.483)  -0.673
N (0.607, 2.340, -0.568)  -0.054
N (0.595, 3.063, -2.807)  0.125
H (1.459, -1.902, 1.470)  0.086
H (1.360, -2.095, 3.166)  0.113
H (0.502, 3.022, 3.691)  0.090
H (0.435, 4.847, 1.646)  0.092
H (0.661, 3.824, -3.459)  0.112
H (0.767, 2.136, -3.154)  0.104

Output
Net charge   +1
Relative energy (zero: lowest compared OMol25 entry of this formula, charge and spin)   47.98 kcal/mol
HOMO-LUMO gap   6.478 eV
E_tot   -1811.6181 a.u.

Computed, not measured: a molecular structure, C15H8N6O8Ru, with the ωB97M-V functional and the def2-TZVPD basis.

Last column: Löwdin charge in e.
Geometry (Å):
Ru (0.068, -0.205, 0.662)  1.616
O (-3.427, -2.622, -3.728)  0.112
C (-2.701, -2.044, -2.762)  -0.261
C (-2.795, -0.684, -2.455)  0.103
C (-1.996, -0.198, -1.450)  -0.147
N (-1.151, -0.978, -0.794)  0.024
C (-1.088, -2.284, -1.037)  -0.136
C (-1.843, -2.866, -2.024)  0.112
C (-0.171, -2.994, -0.082)  -0.530
O (0.025, -4.176, -0.145)  0.134
O (0.338, -2.167, 0.810)  -0.138
C (-2.011, 1.177, -0.871)  -0.509
O (-2.738, 2.046, -1.258)  0.150
O (-1.144, 1.278, 0.126)  -0.137
H (-3.990, -1.973, -4.167)  0.127
H (-3.477, -0.012, -2.960)  0.143
H (-1.778, -3.928, -2.207)  0.147
C (4.153, -0.477, 4.531)  0.002
N (3.606, -0.335, 3.185)  -0.032
C (4.397, -0.320, 2.094)  -0.019
C (3.918, -0.227, 0.823)  0.039
C (2.521, -0.144, 0.728)  -0.461
O (1.797, -0.127, -0.356)  -0.072
N (1.747, -0.108, 1.810)  0.019
C (2.201, -0.263, 3.094)  -0.474
O (1.505, -0.315, 4.073)  0.109
H (5.237, -0.447, 4.471)  0.091
H (3.829, -1.419, 4.968)  0.103
H (3.792, 0.334, 5.160)  0.103
H (5.457, -0.397, 2.293)  0.138
H (4.554, -0.237, -0.045)  0.123
O (0.938, 2.008, 0.904)  -0.160
N (0.350, 2.648, 1.824)  -0.005
C (0.405, 3.949, 1.840)  -0.291
C (1.154, 4.694, 0.866)  -0.171
N (1.749, 5.279, 0.076)  0.167
C (-0.284, 4.638, 2.886)  -0.179
N (-0.823, 5.219, 3.718)  0.158

Output
Relative energy (zero: lowest compared OMol25 entry of this formula, charge and spin)   34.32 kcal/mol
HOMO-LUMO gap (spin up / spin down)   6.746 / 6.736 eV
E_tot   -1601.6843 a.u.

Computed, not measured: a molecular structure, C22H37GeN9P2Ti, with the ωB97M-V functional and the def2-TZVPD basis.

Last column: Löwdin spin population.
Geometry (Å):
Ti (0.033, -0.084, -0.716)  1.006
C (3.380, -1.829, -3.959)  0.000
N (2.456, -0.777, -3.605)  0.005
C (2.155, 0.332, -4.363)  -0.001
C (1.250, 1.051, -3.647)  0.004
N (0.998, 0.405, -2.466)  0.007
C (1.734, -0.713, -2.459)  0.012
P (1.562, -1.963, -1.099)  -0.010
C (-0.125, -2.356, -2.236)  0.011
N (-0.966, -1.344, -1.980)  0.012
C (-1.969, -1.371, -2.919)  0.007
C (-1.760, -2.423, -3.752)  -0.001
N (-0.594, -3.024, -3.322)  0.005
C (0.033, -4.181, -3.914)  0.000
C (2.670, -0.476, -0.119)  0.013
N (1.809, 0.541, 0.083)  0.026
C (2.522, 1.720, 0.023)  0.013
C (3.831, 1.434, -0.190)  0.000
N (3.908, 0.062, -0.287)  0.007
C (5.111, -0.715, -0.477)  0.000
H (3.127, -2.244, -4.934)  0.000
H (3.310, -2.608, -3.202)  -0.001
H (4.403, -1.452, -3.992)  0.000
H (2.602, 0.512, -5.326)  0.000
H (0.772, 1.981, -3.903)  0.001
H (-2.782, -0.663, -2.919)  0.001
H (-2.317, -2.782, -4.602)  0.000
H (-0.674, -5.007, -3.984)  0.000
H (0.866, -4.479, -3.281)  0.000
H (0.407, -3.954, -4.914)  0.000
H (2.056, 2.687, 0.108)  0.004
H (4.691, 2.077, -0.287)  0.000
H (5.932, -0.058, -0.756)  0.000
H (4.957, -1.451, -1.266)  0.000
H (5.376, -1.247, 0.436)  0.000
C (-2.009, 2.159, 4.195)  0.000
N (-2.589, 3.093, 3.232)  0.000
C (-1.804, 4.319, 3.248)  0.006
N (-0.391, 4.093, 2.976)  0.100
C (0.135, 3.143, 3.952)  0.006
N (-0.594, 1.884, 3.969)  0.002
C (-0.378, 1.084, 2.768)  0.003
P (-1.078, 1.817, 1.194)  0.296
C (-2.684, 2.502, 1.902)  0.003
C (-0.159, 3.659, 1.627)  0.238
H (-2.566, 1.221, 4.160)  0.000
H (-2.113, 2.598, 5.191)  0.000
H (-1.895, 4.763, 4.243)  0.001
H (-2.201, 5.018, 2.510)  0.000
H (0.056, 3.596, 4.943)  0.001
H (1.186, 2.950, 3.731)  0.000
H (-0.849, 0.112, 2.925)  -0.001
H (0.695, 0.919, 2.637)  0.002
H (-3.407, 1.684, 1.932)  -0.001
H (-3.064, 3.257, 1.207)  0.003
H (-0.587, 4.368, 0.915)  0.009
H (0.910, 3.552, 1.446)  0.007
C (-0.610, -2.539, 1.652)  0.007
Ge (-2.174, -1.427, 1.166)  0.031
C (-3.272, -2.539, -0.055)  0.017
C (-3.285, -1.310, 2.821)  -0.001
C (-1.692, 0.302, 0.342)  0.141
H (-0.926, -3.340, 2.322)  0.001
H (0.181, -1.965, 2.139)  0.001
H (-0.194, -2.985, 0.751)  0.000
H (-3.762, -3.321, 0.528)  0.002
H (-2.639, -3.012, -0.804)  0.000
H (-4.043, -1.961, -0.565)  0.000
H (-3.826, -2.251, 2.934)  0.000
H (-4.019, -0.504, 2.772)  0.000
H (-2.670, -1.165, 3.712)  0.000
H (-2.443, 0.625, -0.390)  0.002

Output
Relative energy (zero: lowest compared OMol25 entry of this formula, charge and spin)   28.16 kcal/mol
HOMO-LUMO gap (spin up / spin down)   5.917 / 7.064 eV
Spin multiplicity   3
E_tot   -4962.2542 a.u.

Computed, not measured: a gas-phase ion, C7H13N2O (charge +1), with the ωB97M-V functional and the def2-TZVPD basis.

Last column: Löwdin charge in e.
Geometry (Å):
C (2.042, 1.676, 0.158)  0.028
C (0.935, 0.751, 0.178)  -0.219
N (-0.015, 0.801, -0.724)  0.150
C (-1.254, 0.051, -0.653)  -0.263
C (-2.282, 0.980, 0.016)  -0.020
C (-0.908, -1.160, 0.283)  -0.268
C (0.181, -2.105, -0.329)  -0.192
O (1.394, -1.462, -0.677)  -0.087
N (-0.280, -0.751, 1.530)  0.130
C (0.694, 0.046, 1.448)  -0.056
H (2.399, 1.942, -0.894)  0.146
H (2.843, 1.112, 0.550)  0.097
H (1.818, 2.491, 0.730)  0.088
H (0.049, 1.497, -1.458)  0.186
H (-1.672, -0.455, -1.666)  0.212
H (-3.398, 0.721, -0.207)  0.140
H (-1.958, 1.918, -0.373)  0.070
H (-2.218, 1.027, 1.043)  0.051
H (-1.799, -1.849, 0.636)  0.194
H (0.206, -2.917, 0.511)  0.161
H (-0.082, -2.469, -1.337)  0.135
H (2.019, -2.117, -1.119)  0.161
H (1.286, 0.273, 2.353)  0.156

Output
Net charge   +1
Relative energy (zero: lowest compared OMol25 entry of this formula, charge and spin)   76.21 kcal/mol
Structure (SMILES)   CC1=[NH+][C@H](C)[C@@H](CO)N=C1
HOMO-LUMO gap   9.213 eV
E_tot   -458.9525 a.u.

Maximum force (computed, eV Å⁻¹): 2.1 3.4 1.7 4.6